A molecular structure, C39H45Cl2HfN6O2Si. Source: OMol25; level of theory: the ωB97M-V functional and the def2-TZVPD basis.

Atoms and positions in Å:
1 Hf 0.15 0.23 0.47
2 Cl 4.03 2.01 2.28
3 Cl 6.07 1.41 -2.90
4 Si -1.86 2.51 -0.73
5 O 1.34 1.94 0.60
6 O 0.45 -0.27 -1.53
7 N -1.94 -0.41 0.34
8 N 2.04 -6.96 0.88
9 N 1.17 -1.49 0.76
10 N 2.67 -5.73 1.04
11 N 1.86 -3.44 1.45
12 N 2.39 -7.48 -0.21
13 C -3.07 -0.20 1.29
14 C -3.85 2.39 -2.82
15 C -1.37 0.24 3.09
16 C -1.36 2.37 -3.52
17 C -2.44 1.86 -2.54
18 C 4.79 1.75 -1.63
19 C -5.44 -0.41 1.74
20 C 1.49 0.35 -2.17
21 C -1.44 4.44 -0.84
22 C -0.36 0.98 2.51
23 C -2.32 5.28 -1.78
24 C -5.16 -0.10 3.09
25 C 4.43 -4.57 -0.46
26 C -3.38 2.69 0.41
27 C 2.45 1.59 -0.05
28 C -4.38 -0.35 0.84
29 C 4.58 -5.69 -2.64
30 C 0.84 -2.77 0.92
31 C 3.71 1.84 0.58
32 C 3.60 1.48 -2.21
33 C -0.97 -0.55 4.17
34 C 3.48 -5.49 -0.08
35 C 1.93 -4.82 1.87
36 C 1.24 0.34 4.29
37 C -1.57 5.05 0.61
38 C 3.26 -6.62 -0.92
39 C 0.76 1.25 3.32
40 C 3.77 -6.76 -2.18
41 C 2.51 -1.33 1.25
42 C -2.74 0.07 2.60
43 C 2.42 1.14 -1.48
44 C 0.39 -0.69 4.58
45 C 0.01 4.52 -1.41
46 C 4.94 -4.68 -1.77
47 C -2.49 0.33 -2.81
48 C 2.93 -2.53 1.66
49 C -0.44 -3.31 0.43
50 C 4.83 2.03 -0.21
51 C -3.85 0.21 3.47
52 H -3.68 0.58 4.50
53 H 2.41 -4.86 2.88
54 H -1.63 2.09 -4.56
55 H -2.07 0.24 -0.44
56 H 2.25 0.46 4.72
57 H -2.60 5.06 0.99
58 H 3.06 -0.40 1.34
59 H 3.65 1.38 -3.31
60 H -3.97 3.45 -2.56
61 H -1.91 -1.36 -0.09
62 H 3.89 -2.82 2.08
63 H -3.40 -0.17 -2.40
64 H -0.90 4.54 1.31
65 H -5.94 -0.17 3.84
66 H -1.28 -3.07 1.14
67 H 3.57 -7.68 -2.77
68 H -3.74 3.74 0.33
69 H -3.40 5.20 -1.54
70 H -4.19 2.01 0.14
71 H 0.72 -1.55 5.15
72 H 5.63 -3.89 -2.12
73 H 0.26 3.80 -2.19
74 H -1.71 -1.17 4.71
75 H 4.77 -3.78 0.25
76 H 0.89 -5.19 1.95
77 H 0.73 4.44 -0.60
78 H -4.57 -0.47 -0.23
79 H 0.09 5.49 -1.92
80 H -1.26 3.45 -3.53
81 H 1.57 0.14 -3.21
82 H -6.46 -0.66 1.37
83 H -4.59 1.82 -2.23
84 H -2.58 0.24 -3.92
85 H -0.41 1.92 -3.34
86 H -2.18 5.06 -2.85
87 H 4.89 -5.70 -3.68
88 H -1.26 6.10 0.60
89 H -0.35 -4.40 0.39
90 H -0.68 -2.94 -0.58
91 H 1.33 2.15 3.09
92 H -3.11 2.53 1.48
93 H -1.60 -0.21 -2.53
94 H 5.79 2.36 0.21
95 H -2.09 6.35 -1.65
96 H -4.07 2.27 -3.92

frontier orbital gap (alpha / beta): 3.798 / 3.995 eV
net charge: +1
lowest unoccupied orbital energy (alpha / beta): -4.8 / -4.7 eV
relative energy (zero: lowest compared OMol25 entry of this formula, charge and spin): 5.728 eV
DFT total energy: -88427.9703 eV
E_HOMO (alpha / beta): -0.314 / -0.318 Eh

=====

3 unconnected molecules or ions with the total composition C39H46F17N2O4PS2. Source: OMol25; level of theory: the ωB97M-V functional and the def2-TZVPD basis.

Atoms and positions in Å:
1 S 0.65 -4.48 -1.64
2 S 4.52 0.35 1.23
3 P 7.26 2.62 1.69
4 F -1.03 -4.66 -1.55
5 F -8.24 0.46 -2.67
6 F -7.69 1.51 -0.06
7 F 1.84 -5.45 2.19
8 F 2.28 -4.20 -1.85
9 F 0.46 -2.79 -1.53
10 F 0.78 -6.12 -1.85
11 F 2.78 -6.10 0.23
12 F -5.42 1.44 1.53
13 F -6.80 -1.30 -3.14
14 F -5.44 -0.58 -0.52
15 F 0.48 -4.34 -3.30
16 F -5.80 3.54 0.73
17 F 0.28 -3.30 0.73
18 F -5.13 0.49 -2.54
19 F -6.60 2.72 -1.76
20 F -0.24 -5.51 0.65
21 O -2.93 2.94 0.51
22 O -10.74 -1.71 -4.71
23 O 0.37 4.51 1.34
24 O 4.08 1.72 -3.16
25 N 2.08 1.55 -0.50
26 N 7.93 1.40 0.84
27 C 3.90 -3.78 2.52
28 C -3.92 2.30 -0.33
29 C -7.32 -0.47 -2.08
30 C 2.16 -4.99 0.85
31 C 0.75 -4.56 0.22
32 C 2.71 0.09 1.65
33 C 5.54 4.52 0.18
34 C 4.26 4.96 -0.60
35 C 3.33 -1.46 3.77
36 C -0.38 -0.21 2.30
37 C 7.39 -1.09 -1.45
38 C 5.57 -2.95 -1.97
39 C -10.89 -2.94 -4.02
40 C 1.03 4.81 2.57
41 C -2.11 1.92 1.17
42 C -0.01 5.04 3.65
43 C -5.37 2.22 0.35
44 C 0.14 0.60 1.07
45 C 6.31 0.01 -1.72
46 C 2.31 0.64 -1.66
47 C -0.97 1.31 0.14
48 C 5.68 3.09 0.76
49 C 3.13 3.93 -0.82
50 C -9.52 -3.57 -3.80
51 C 7.04 -2.60 -1.59
52 C 3.74 0.80 -2.38
53 C 3.08 -3.04 3.70
54 C -11.61 -2.70 -2.70
55 C 3.18 -3.74 1.09
56 C -6.45 1.71 -0.76
57 C -6.07 0.32 -1.46
58 C 1.66 0.78 0.70
59 C 2.22 -0.74 2.86
60 C 4.51 2.09 0.56
61 C 4.48 -1.87 -2.22
62 C 1.92 6.03 2.39
63 C 0.69 -0.90 3.19
64 C 3.22 2.48 -0.25
65 C 4.83 -0.35 -2.10
66 H 1.97 -3.27 3.49
67 H -0.58 2.20 -0.45
68 H 0.31 -1.52 4.08
69 H -8.88 -2.91 -3.20
70 H 1.64 3.94 2.83
71 H 6.67 1.09 -1.59
72 H 0.46 5.25 4.61
73 H -0.65 4.16 3.77
74 H -12.58 -2.23 -2.87
75 H -11.04 -2.01 -2.07
76 H 3.41 -2.18 -2.48
77 H 4.40 -1.13 3.56
78 H 4.88 -3.18 2.40
79 H 8.16 3.76 1.72
80 H 1.32 6.90 2.08
81 H -10.20 -1.12 -4.16
82 H 8.47 -0.85 -1.15
83 H 2.44 6.27 3.31
84 H 3.37 -3.50 4.72
85 H 2.21 4.26 -1.40
86 H 1.52 0.74 -2.50
87 H 4.00 -3.86 0.29
88 H 6.93 2.23 3.04
89 H -9.61 -4.53 -3.28
90 H -11.50 -3.60 -4.65
91 H -1.47 0.58 -0.60
92 H 2.65 5.85 1.60
93 H -1.59 2.42 2.06
94 H -9.02 -3.73 -4.75
95 H -0.17 5.27 1.10
96 H -1.49 -0.31 2.57
97 H 7.79 -3.43 -1.39
98 H -3.61 1.23 -0.63
99 H -0.67 5.87 3.39
100 H 6.37 5.29 0.29
101 H -4.05 2.87 -1.33
102 H 4.26 -4.84 2.82
103 H 4.13 6.01 -1.01
104 H 2.70 -2.73 0.91
105 H 8.85 1.72 0.52
106 H -7.84 -1.18 -1.34
107 H 3.10 -1.14 4.86
108 H -11.76 -3.63 -2.15
109 H 2.29 -0.44 -1.24
110 H -2.80 1.08 1.55
111 H 5.32 -4.07 -2.04

frontier orbital gap: 6.814 eV
net charge: 0
lowest unoccupied orbital energy: -1.4 eV
relative energy (zero: lowest compared OMol25 entry of this formula, charge and spin): 17.680 eV
DFT total energy: -129496.6182 eV
SMILES: N=[PH2]c1cccc2c1Sc1c(CCCCC(F)(F)C(F)(F)S(F)(F)(F)(F)F)ccc(CCOCC(F)(F)C(F)(F)C(F)(F)C(F)F)c1N2CC(=O)c1ccccc1.CC(C)O.CC(C)O
E_HOMO: -0.301 Eh

=====

A molecular structure, C39H46N10S2Y. Source: OMol25; level of theory: the ωB97M-V functional and the def2-TZVPD basis.

Atoms and positions in Å:
1 Y 0.44 0.05 0.08
2 S 0.99 -1.42 -2.04
3 S 2.91 0.84 -0.66
4 N -0.08 4.44 -1.57
5 N -3.18 -2.43 1.78
6 N 0.18 2.60 -0.10
7 N 1.87 0.66 2.29
8 N -3.53 1.76 -1.55
9 N 2.00 -2.04 0.91
10 N -1.68 0.55 -1.32
11 N 0.59 2.35 -2.33
12 N -1.67 0.87 1.58
13 N -1.34 -1.78 0.73
14 C -3.79 1.60 -4.06
15 C -1.77 -5.05 -1.01
16 C 0.70 2.77 -3.72
17 C -2.19 -0.22 2.43
18 C 2.69 -3.47 -2.49
19 C -3.18 1.03 -5.17
20 C 0.91 4.27 -3.81
21 C 3.72 3.92 2.63
22 C 2.15 -2.64 -1.51
23 C -0.24 5.41 -0.50
24 C 2.94 2.81 2.91
25 C 3.54 -4.51 -2.18
26 C -1.73 -3.03 0.23
27 C -2.73 1.48 0.76
28 C -3.18 1.36 -2.84
29 C 3.19 1.99 0.65
30 C -1.16 -3.84 -0.75
31 C -3.50 -4.67 0.64
32 C 3.35 -3.94 0.13
33 C -2.88 -3.45 0.90
34 C 0.47 4.91 0.74
35 C -2.02 0.25 -5.03
36 C -1.43 0.02 -3.81
37 C 3.87 -4.76 -0.85
38 C -0.04 3.51 1.02
39 C 2.50 -2.88 -0.18
40 C 2.67 1.85 1.94
41 C -2.23 -1.48 1.63
42 C 3.18 -1.43 1.58
43 C -2.92 -5.46 -0.33
44 C 4.26 4.06 1.36
45 C 1.03 0.88 3.48
46 C 1.26 -2.87 1.88
47 C 3.99 3.11 0.39
48 C -0.15 4.93 -2.95
49 C 0.23 3.15 -1.30
50 C -2.60 1.24 -0.71
51 C 2.79 -0.47 2.68
52 C -2.03 0.59 -2.68
53 H 3.92 4.65 3.40
54 H -1.58 -0.19 -5.92
55 H -0.54 -0.58 -3.73
56 H -3.61 1.19 -6.15
57 H 0.57 -3.52 1.35
58 H 0.41 1.77 3.36
59 H -2.73 2.56 0.92
60 H 0.19 6.36 -0.83
61 H -3.37 -6.42 -0.57
62 H 1.62 1.01 4.39
63 H -1.29 1.59 2.17
64 H 3.61 -4.14 1.16
65 H -4.39 -4.98 1.17
66 H 3.79 -0.95 0.83
67 H 0.27 5.57 1.59
68 H 1.90 4.54 -3.44
69 H -3.95 -2.40 2.43
70 H 1.55 4.88 0.58
71 H -0.02 6.01 -2.92
72 H 4.40 3.21 -0.61
73 H -0.20 2.48 -4.27
74 H -3.71 1.12 1.08
75 H 0.68 -2.24 2.57
76 H -1.53 -0.34 3.28
77 H -1.15 4.73 -3.37
78 H 1.54 2.23 -4.16
79 H -1.35 -5.70 -1.77
80 H -1.30 5.60 -0.29
81 H 4.88 4.92 1.12
82 H 0.46 3.11 1.90
83 H 1.94 -3.49 2.48
84 H 1.24 1.62 -2.04
85 H -3.19 0.01 2.82
86 H -4.33 2.30 -1.29
87 H -4.68 2.20 -4.15
88 H 3.78 -2.21 2.06
89 H -0.28 -3.52 -1.29
90 H 2.29 -1.03 3.47
91 H 4.52 -5.58 -0.59
92 H -1.11 3.60 1.26
93 H 3.94 -5.14 -2.97
94 H 2.55 2.72 3.92
95 H 2.43 -3.28 -3.53
96 H 0.39 0.01 3.62
97 H 0.82 4.61 -4.84
98 H 3.70 -0.04 3.11

frontier orbital gap: 7.020 eV
net charge: +1
lowest unoccupied orbital energy: -2.2 eV
relative energy (zero: lowest compared OMol25 entry of this formula, charge and spin): 0.222 eV
DFT total energy: -78806.7226 eV
E_HOMO: -0.339 Eh

=====

A molecular structure, C39H47AsCoN4O5Sb. Source: OMol25; level of theory: the ωB97M-V functional and the def2-TZVPD basis.

Atoms and positions in Å:
1 Sb -1.88 -0.15 -0.78
2 As -1.34 -2.99 2.07
3 Co -0.19 -0.93 1.12
4 O 2.53 -2.08 -5.56
5 O 3.69 -1.95 1.55
6 O 1.48 -2.18 1.26
7 O 4.63 -1.79 -5.24
8 O -1.50 0.52 2.26
9 N 3.50 -1.93 -4.84
10 N -0.89 1.32 3.08
11 N 1.14 0.76 0.77
12 N 3.14 2.00 0.74
13 C 1.82 -2.30 -1.53
14 C -2.41 2.89 -0.53
15 C 3.08 1.62 -1.75
16 C -3.94 0.00 -0.26
17 C -1.63 1.94 -1.19
18 C 2.88 -2.07 -0.66
19 C 5.48 1.10 0.89
20 C -3.19 -3.62 2.17
21 C -3.32 -1.97 -4.55
22 C -4.89 0.51 -1.13
23 C -1.06 -1.26 -4.94
24 C 4.49 2.19 1.28
25 C -0.41 3.75 -2.24
26 C 3.29 -2.00 -3.38
27 C 2.57 0.64 2.70
28 C 2.02 -2.28 -2.91
29 C -0.63 2.39 -2.04
30 C 2.26 1.13 1.31
31 C -0.41 0.86 4.25
32 C -6.59 0.26 0.55
33 C -1.00 -0.77 -3.64
34 C -5.64 -0.23 1.44
35 C -2.19 4.25 -0.72
36 C -0.08 3.48 3.59
37 C -0.89 -3.15 3.97
38 C -2.22 -1.86 -5.40
39 C -0.71 2.61 2.73
40 C -3.26 -1.47 -3.26
41 C -2.10 -0.85 -2.79
42 C 2.68 -2.06 0.85
43 C 4.15 -1.83 -1.17
44 C -4.32 -0.36 1.03
45 C 2.85 2.56 -0.57
46 C -0.52 -4.64 1.44
47 C 0.22 1.70 5.13
48 C 4.37 -1.79 -2.54
49 C 0.39 3.03 4.81
50 C -1.18 4.68 -1.57
51 C -6.22 0.64 -0.73
52 H -3.58 -3.74 1.16
53 H 2.74 2.09 -2.68
54 H 0.37 4.07 -2.92
55 H 2.54 0.67 -1.62
56 H 1.22 -2.47 -3.60
57 H 4.84 3.16 0.92
58 H -2.27 -2.26 -6.41
59 H 3.47 3.45 -0.69
60 H -3.57 -0.71 1.73
61 H -0.57 -0.20 4.40
62 H 0.83 -2.49 -1.12
63 H 1.84 -0.11 2.97
64 H -0.19 -1.20 -5.58
65 H -2.81 4.97 -0.20
66 H 4.13 1.38 -1.87
67 H 4.43 2.27 2.37
68 H -5.93 -0.51 2.44
69 H -3.23 -4.58 2.69
70 H 3.55 0.17 2.76
71 H -7.62 0.36 0.87
72 H -0.07 -0.33 -3.30
73 H -1.02 5.74 -1.72
74 H 5.35 -1.59 -2.96
75 H 0.00 1.68 -2.58
76 H -6.95 1.03 -1.42
77 H 1.82 2.92 -0.57
78 H -3.81 -2.90 2.70
79 H 0.59 1.29 6.07
80 H 5.10 0.11 1.17
81 H 2.52 1.48 3.40
82 H 0.89 3.71 5.50
83 H 5.67 1.10 -0.18
84 H 0.04 4.51 3.28
85 H -1.10 2.86 1.76
86 H -1.41 -2.38 4.54
87 H -0.88 -4.85 0.43
88 H -4.23 -2.45 -4.90
89 H 0.19 -3.03 4.08
90 H 0.56 -4.48 1.40
91 H 6.43 1.25 1.40
92 H 1.01 1.19 -0.15
93 H -0.77 -5.47 2.09
94 H -4.13 -1.57 -2.62
95 H 4.96 -1.69 -0.47
96 H -1.18 -4.13 4.36
97 H -4.61 0.81 -2.13
98 H -3.20 2.57 0.14

2S+1: 3
expectation value of S²: 2.02
frontier orbital gap (alpha / beta): 6.781 / 6.610 eV
net charge: 0
lowest unoccupied orbital energy (alpha / beta): -0.1 / -0.1 eV
relative energy (zero: lowest compared OMol25 entry of this formula, charge and spin): 0.000 eV
DFT total energy: -162403.2548 eV
E_HOMO (alpha / beta): -0.253 / -0.247 Eh